(1)
Here is a molecular structure, C4H6O2Y in a non-equilibrium geometry from the Open Molecules 2025 dataset. Energies are from ωB97M-V with the def2-TZVPD basis set.

Gap between HOMO and LUMO (alpha / beta) ... 5.90 / 7.39 eV
2S+1 ... 2
Strongest force on any atom ... 0.0608 Eh/bohr
<S²> ... 0.751
Highest occupied orbital energy (alpha / beta) ... -0.21701 / -0.29408 Ha
Net charge ... 0

Geometry (Å):
O1 1.4019 -3.8440 -0.7441
C1 1.8036 -3.3230 0.3683
H1 1.8304 -3.3973 -1.5985
H2 2.5331 -2.4999 0.1168
C2 -0.0740 -2.4469 2.7957
C3 0.4737 -1.4119 3.4798
C4 -0.3605 -0.3399 4.1586
O2 -1.7139 -0.6173 4.2030
Y1 -2.3521 -2.5315 3.5983
H3 1.5625 -1.2779 3.6050
H4 0.7110 -3.2409 2.4535
H5 -0.1539 0.6259 3.6412
H6 0.0671 -0.1995 5.1785

These are the Mulliken partial charges, in e, on atoms 1 to 5: O -0.33; C -0.10; H 0.36; H 0.03; C -0.73

---

(2)
Here is a molecular structure, C23H30ClN3O3PPdSbTe from the Open Molecules 2025 dataset. Energies are from ωB97M-V with the def2-TZVPD basis set.

Gap between HOMO and LUMO (alpha / beta) ... 6.98 / 6.83 eV
2S+1 ... 3
Strongest force on any atom ... 0.0192 Eh/bohr
Energy relative to the best compared isomer or geometry (same formula, charge and spin) ... 13.9 kJ/mol
<S²> ... 2.010
Highest occupied orbital energy (alpha / beta) ... -0.23650 / -0.27620 Ha
Net charge ... 0

Geometry (Å):
Pd1 -0.4207 -0.0001 -0.4616
C1 1.3818 3.1073 0.5312
C2 -0.0510 3.1269 0.9692
C3 -0.4665 4.0158 1.9597
C4 -1.7839 4.0322 2.3595
C5 -2.6739 3.1775 1.7268
C6 -2.1937 2.3136 0.7548
N1 -0.9001 2.2718 0.3921
Sb1 -3.7344 1.1556 -0.1958
C7 -2.7352 0.6029 -2.0342
C8 -3.3672 -0.2727 -2.9135
C9 -2.7981 -0.4878 -4.1541
C10 -1.6564 0.2136 -4.5032
C11 -1.1104 1.1130 -3.5993
C12 0.0528 1.9857 -3.9703
N2 -1.6334 1.2889 -2.3747
C13 -3.3890 -0.6401 0.9085
C14 -4.3330 -1.6532 0.9592
C15 -4.0629 -2.7490 1.7744
C16 -2.8898 -2.7698 2.5016
C17 -1.9874 -1.7104 2.3825
C18 -0.6770 -1.6957 3.1126
N3 -2.2478 -0.6695 1.6016
H1 1.8377 4.0854 0.6861
H2 1.9417 2.3704 1.1111
H3 1.4665 2.8254 -0.5165
H4 0.2588 4.6846 2.4049
H5 -2.1208 4.7110 3.1330
H6 -3.7275 3.1875 1.9773
H7 -4.2742 -0.7884 -2.6211
H8 -3.2427 -1.1892 -4.8494
H9 -1.1974 0.0787 -5.4744
H10 -0.2897 2.8029 -4.6094
H11 0.4971 2.4112 -3.0734
H12 0.8134 1.4311 -4.5214
H13 -5.2553 -1.5867 0.3957
H14 -4.7637 -3.5720 1.8391
H15 -2.6506 -3.6032 3.1499
H16 -0.8169 -1.9728 4.1594
H17 0.0096 -2.4132 2.6573
H18 -0.2208 -0.7107 3.0406
Cl1 -0.6881 -3.2756 -0.1496
C19 -0.7791 -1.9121 -1.3371
H19 -1.7975 -1.9294 -1.7119
H20 -0.0604 -2.1215 -2.1208
C20 2.7305 -3.9402 -0.4875
C21 3.3170 -2.8359 0.3519
O1 2.2504 -2.0694 0.9448
P1 2.1557 -0.5065 0.6881
O2 0.9400 0.0290 1.4031
Te1 2.0964 -0.0211 -1.6496
O3 3.4541 0.1044 1.3917
C22 4.7010 0.4045 0.7441
C23 5.2779 1.6483 1.3714
H21 3.5399 -4.5420 -0.9062
H22 2.1409 -3.5240 -1.3046
H23 2.0821 -4.5827 0.1081
H24 3.9562 -2.1943 -0.2577
H25 3.9160 -3.2257 1.1753
H26 4.5305 0.5508 -0.3245
H27 5.3711 -0.4479 0.8700
H28 4.6466 2.5126 1.1626
H29 6.2744 1.8403 0.9701
H30 5.3561 1.5302 2.4524

These are the Mulliken partial charges, in e, on atoms 1 to 5: Pd 0.40; C -1.20; C 0.75; C -0.77; C -0.57

---

(3)
Here is 12 unconnected molecules or ions with the total composition C3H30N2O13 in a non-equilibrium geometry from the Open Molecules 2025 dataset. Energies are from ωB97M-V with the def2-TZVPD basis set.

Gap between HOMO and LUMO ... 9.97 eV
2S+1 ... 1
Strongest force on any atom ... 0.0542 Eh/bohr
Energy relative to the best compared isomer or geometry (same formula, charge and spin) ... 226.7 kJ/mol
SMILES ... NC(=O)CNCO.O.O.O.O.O.O.O.O.O.O.O
Highest occupied orbital energy ... -0.36653 Ha
Net charge ... 0

Geometry (Å):
N1 1.4273 0.0502 2.0354
C1 0.3874 0.5853 1.3902
O1 -0.5450 1.1250 1.9764
C2 0.4737 0.5025 -0.1804
N2 -0.2745 -0.6562 -0.6491
C3 -0.4462 -0.4666 -2.0838
O2 0.8281 -0.2383 -2.8099
H1 1.4620 -0.3303 2.9732
H2 2.1383 -0.4155 1.4618
H3 1.5010 0.5693 -0.5237
H4 0.0169 1.4727 -0.5610
H5 0.1257 -1.5759 -0.5109
H6 -0.9339 0.4999 -2.2668
H7 -0.7288 -1.3893 -2.5351
H8 0.6415 0.0677 -3.7016
O3 -1.0802 3.5644 1.0246
H9 -1.5239 2.7209 1.2261
H10 -1.2439 3.9853 1.8792
O4 -3.5490 0.7603 1.5805
H11 -2.5790 0.7952 1.6092
H12 -3.7218 1.3173 0.7946
O5 1.5074 3.1319 0.5679
H13 1.9847 3.5580 1.2827
H14 0.5361 3.2541 0.7108
O6 2.4097 -2.7067 -1.1113
H15 3.2740 -2.5832 -1.5071
H16 1.8454 -2.0287 -1.5076
O7 3.1098 2.2931 -1.7125
H17 2.4272 2.7631 -1.2090
H18 2.6340 1.8713 -2.4352
O8 3.8821 -0.2490 -0.7524
H19 3.8164 0.7139 -0.7705
H20 4.3178 -0.6116 -1.5247
O9 1.5512 -2.7659 1.5905
H21 2.1464 -3.4590 1.2845
H22 1.4005 -2.2323 0.8066
O10 -1.1784 -2.0328 1.9269
H23 -0.2723 -2.3648 2.0229
H24 -1.2999 -1.2905 2.5248
O11 -3.4765 -0.9103 -0.7113
H25 -3.2269 -1.8313 -0.8160
H26 -3.4832 -0.8386 0.2815
O12 -1.8466 -3.3556 -0.4764
H27 -1.4106 -3.9591 -1.0784
H28 -1.3874 -2.8434 0.2002
O13 -3.3234 1.6394 -1.0783
H29 -2.3852 1.8512 -0.9693
H30 -3.2111 0.7217 -1.4415

These are the Mulliken partial charges, in e, on atoms 1 to 5: N -0.20; C -0.08; O -0.71; C -0.11; N 0.59

---

(4)
Here is a molecular structure, C25H22IrN4O6S from the Open Molecules 2025 dataset. Energies are from ωB97M-V with the def2-TZVPD basis set.

Gap between HOMO and LUMO (alpha / beta) ... 5.08 / 7.07 eV
2S+1 ... 2
Strongest force on any atom ... 0.0134 Eh/bohr
Energy relative to the best compared isomer or geometry (same formula, charge and spin) ... 0.0 kJ/mol
<S²> ... 0.772
Highest occupied orbital energy (alpha / beta) ... -0.20731 / -0.28049 Ha
Net charge ... 0

Geometry (Å):
Ir1 -0.8113 0.1400 0.1238
O1 4.0647 2.1638 -0.6433
C1 3.2743 3.1837 -1.0243
C2 3.8995 4.3766 -1.3855
C3 3.1538 5.4634 -1.7961
C4 1.7645 5.3870 -1.8526
C5 1.1411 4.2108 -1.4865
C6 1.8725 3.0969 -1.0697
C7 1.1468 1.8770 -0.6783
O2 -0.1647 1.9270 -0.6465
N1 1.8449 0.7990 -0.3820
N2 1.0408 -0.2457 -0.0360
C8 1.4081 -1.4866 0.2962
C9 0.3767 -2.3557 0.6927
C10 0.5562 -3.7180 1.0417
C11 -0.5182 -4.4846 1.3799
C12 -1.8130 -3.9193 1.3886
C13 -1.9494 -2.5956 1.0654
N3 -0.9096 -1.8213 0.7223
H1 3.4878 1.3898 -0.4598
H2 4.9796 4.4182 -1.3358
H3 3.6592 6.3799 -2.0745
H4 1.1800 6.2382 -2.1747
H5 0.0630 4.1269 -1.5029
H6 2.4490 -1.7716 0.2568
H7 1.5573 -4.1287 1.0282
H8 -0.3783 -5.5247 1.6443
H9 -2.6838 -4.4970 1.6604
H10 -2.9074 -2.0948 1.0941
O3 -1.1205 -0.4933 -1.8191
N4 -2.2410 -0.0246 -2.3611
C14 -2.8450 -0.8247 -3.2596
C15 -3.9979 -0.4181 -3.8871
C16 -4.5471 0.8187 -3.5805
C17 -3.9062 1.6197 -2.6541
C18 -2.7388 1.1884 -2.0558
H11 -2.3468 -1.7695 -3.4115
H12 -4.4617 -1.0811 -4.6028
H13 -5.4590 1.1492 -4.0577
H14 -4.2871 2.5929 -2.3814
H15 -2.1754 1.7894 -1.3542
C19 -2.1443 3.8233 7.7006
C20 -2.1314 3.1795 6.3417
C21 -1.8813 3.9303 5.1971
C22 -1.8862 3.3421 3.9423
C23 -2.1476 1.9853 3.8354
C24 -2.3953 1.2124 4.9611
C25 -2.3866 1.8159 6.2061
S1 -2.1260 1.2279 2.2551
O4 -2.5321 2.1997 1.2572
O5 -2.9399 0.0335 2.2873
O6 -0.6589 0.8683 2.0504
H16 -1.7103 4.8217 7.6693
H17 -1.5818 3.2287 8.4212
H18 -3.1654 3.9135 8.0767
H19 -1.6782 4.9905 5.2880
H20 -1.6948 3.9248 3.0510
H21 -2.5990 0.1557 4.8518
H22 -2.5808 1.2191 7.0895

These are the Mulliken partial charges, in e, on atoms 1 to 5: Ir 1.82; O -0.68; C 0.35; C -0.63; C -0.34

---

(5)
Here is 11 unconnected molecules or ions with the total composition C63H124F24O3 in a non-equilibrium geometry from the Open Molecules 2025 dataset. Energies are from ωB97M-V with the def2-TZVPD basis set.

Gap between HOMO and LUMO ... 11.06 eV
2S+1 ... 1
Strongest force on any atom ... 0.0608 Eh/bohr
SMILES ... FC(F)C(F)(F)COC(F)(F)C(F)F.FC(F)C(F)(F)COC(F)(F)C(F)F.FC(F)C(F)(F)COC(F)(F)C(F)F.CCCCCC.CCCCCC.CCCCCC.CCCCCC.CCCCCC.CCCCCC.CCCCCC.CCCCCC
Highest occupied orbital energy ... -0.38821 Ha
Net charge ... 0

Geometry (Å):
F1 0.0254 -6.2642 -6.4770
C1 -0.2023 -5.0731 -5.8276
F2 -1.3915 -5.1902 -5.2003
C2 0.9709 -4.8137 -4.8023
F3 2.0912 -4.7413 -5.5180
F4 0.9922 -5.8742 -3.9417
C3 0.8863 -3.6051 -3.9083
O1 0.8006 -2.3791 -4.6716
C4 1.7309 -1.4930 -4.4286
F5 1.7299 -1.0694 -3.1389
F6 2.9739 -2.0426 -4.5514
C5 1.4233 -0.2911 -5.3936
F7 2.5066 0.5382 -5.4913
F8 1.1211 -0.8089 -6.6086
H1 -0.2363 -4.3093 -6.5696
H2 1.7152 -3.6055 -3.1739
H3 -0.0504 -3.6575 -3.3901
H4 0.5427 0.2445 -5.0679
F9 6.7839 1.1668 3.4508
C6 6.7713 1.3375 2.1174
F10 7.7946 0.5866 1.6172
C7 5.5264 0.7145 1.5192
F11 4.4266 1.5113 1.7021
F12 5.3113 -0.4603 2.1757
C8 5.6526 0.4308 0.0266
O2 5.9268 1.5514 -0.7598
C9 6.1424 1.3526 -2.0944
F13 6.4896 2.5757 -2.5691
F14 7.0527 0.4456 -2.3339
C10 4.8538 0.9503 -2.8630
F15 4.6498 -0.4084 -2.6410
F16 3.8124 1.6679 -2.3410
H5 7.0267 2.3770 1.8190
H6 4.6662 0.0341 -0.2414
H7 6.3499 -0.4218 -0.1059
H8 4.9393 1.1837 -3.9380
F17 -1.6624 7.2749 6.5650
C11 -2.3994 8.1079 5.7457
F18 -1.7473 9.2764 5.5879
C12 -2.4920 7.3008 4.4134
F19 -3.4446 7.9155 3.7100
F20 -2.9155 6.0611 4.6708
C13 -1.1398 7.2035 3.6622
O3 -1.4322 6.6916 2.3773
C14 -0.3520 6.0704 1.7940
F21 0.8090 6.6113 2.1843
F22 -0.3064 4.7635 1.9900
C15 -0.6119 6.2960 0.2965
F23 -0.1982 7.5185 -0.0846
F24 0.2060 5.3840 -0.3387
H9 -3.3833 8.2964 6.1795
H10 -0.5160 6.4805 4.2486
H11 -0.6721 8.1898 3.6505
H12 -1.6655 6.2581 0.0194
C16 -4.7490 -3.7475 1.8962
C17 -3.4719 -3.8773 2.7275
C18 -3.1106 -2.6262 3.4021
C19 -1.8131 -2.9027 4.2159
C20 -1.2083 -1.7228 4.9430
C21 0.2423 -2.0244 5.3124
H13 -4.8583 -4.6590 1.2909
H14 -4.6355 -2.8733 1.2378
H15 -5.6232 -3.5985 2.5590
H16 -3.7155 -4.6047 3.4736
H17 -2.6297 -4.1994 2.1436
H18 -3.8831 -2.2314 4.0908
H19 -2.8087 -1.8571 2.7195
H20 -1.8645 -3.7617 4.8604
H21 -1.0265 -3.1288 3.4940
H22 -1.2967 -0.8762 4.2645
H23 -1.7672 -1.4258 5.8160
H24 0.3240 -2.7028 6.1090
H25 0.8031 -2.4464 4.4637
H26 0.7157 -1.1016 5.6119
C22 3.9564 3.8137 4.8451
C23 4.6981 4.3575 3.6234
C24 3.7864 4.5327 2.4344
C25 4.4623 5.0787 1.1984
C26 3.4973 5.3331 -0.0056
C27 4.2691 5.7925 -1.2498
H27 3.8944 2.7086 4.6940
H28 2.9959 4.2823 4.8876
H29 4.5479 3.9858 5.7629
H30 5.2271 5.2658 3.9494
H31 5.5573 3.7446 3.3843
H32 3.0700 5.2679 2.7527
H33 3.2269 3.6281 2.1473
H34 5.0475 5.9871 1.4466
H35 5.1813 4.3647 0.8791
H36 2.8731 4.4742 -0.1384
H37 2.7363 6.0692 0.1611
H38 4.8338 6.6935 -0.9679
H39 4.9422 5.0132 -1.6102
H40 3.6236 5.9887 -2.1039
C28 -4.5491 4.7462 -6.4029
C29 -4.8259 3.3301 -5.9593
C30 -3.6025 2.4265 -5.8511
C31 -4.0197 0.9878 -5.5229
C32 -2.8403 0.1377 -5.1614
C33 -3.1470 -1.2602 -4.6865
H41 -4.0348 4.7506 -7.3818
H42 -3.8696 5.2860 -5.7714
H43 -5.4071 5.3429 -6.4191
H44 -5.4092 3.3572 -5.0071
H45 -5.6095 2.9023 -6.5805
H46 -2.9274 2.8776 -5.0769
H47 -3.0802 2.3313 -6.8336
H48 -4.6885 0.9788 -4.6502
H49 -4.5485 0.5072 -6.3431
H50 -2.1239 0.1460 -5.9649
H51 -2.3189 0.7773 -4.3761
H52 -3.9744 -1.2582 -3.9873
H53 -3.5098 -1.9337 -5.4274
H54 -2.2432 -1.7184 -4.2998
C34 -3.0890 -7.4645 0.3524
C35 -1.5833 -7.3269 0.1232
C36 -1.0680 -5.9542 -0.3210
C37 0.4978 -5.8587 -0.5623
C38 1.3396 -5.9774 0.7324
C39 0.8649 -5.2169 1.9956
H55 -3.4508 -6.7656 1.1290
H56 -3.3448 -8.4637 0.6342
H57 -3.5865 -7.2387 -0.5736
H58 -0.9892 -7.6582 0.9912
H59 -1.2834 -8.0205 -0.6837
H60 -1.3570 -5.1443 0.3914
H61 -1.4553 -5.6014 -1.3036
H62 0.8376 -6.5933 -1.3306
H63 0.7143 -4.8023 -0.9512
H64 1.4414 -7.0601 1.0820
H65 2.3769 -5.6764 0.4447
H66 1.5142 -5.6261 2.7659
H67 0.9918 -4.1239 1.9857
H68 -0.1408 -5.4986 2.2322
C40 -2.1189 1.0708 2.5127
C41 -2.4968 1.6534 3.8876
C42 -1.2819 1.8918 4.6837
C43 -1.7134 2.2244 6.1889
C44 -0.5499 2.2554 7.1950
C45 0.4696 3.4269 6.8483
H69 -1.4484 0.2307 2.6434
H70 -1.5065 1.7977 1.9877
H71 -2.9361 0.7887 1.8487
H72 -3.0337 2.5549 3.7652
H73 -3.2163 0.9441 4.3510
H74 -0.6565 2.6375 4.1966
H75 -0.6361 1.0164 4.7462
H76 -2.2909 3.1849 6.1833
H77 -2.3733 1.4185 6.5471
H78 -1.0337 2.3976 8.1517
H79 -0.0420 1.2865 7.2264
H80 1.1750 3.5832 7.6751
H81 0.9900 3.3586 5.9015
H82 -0.1484 4.3380 6.7918
C46 -4.2695 3.5014 -0.3552
C47 -4.3313 2.0926 -0.8994
C48 -5.6911 1.4183 -0.7880
C49 -5.6505 -0.0714 -1.0800
C50 -6.8134 -0.6828 -1.7546
C51 -6.6934 -2.1405 -1.8168
H83 -4.8479 4.2281 -0.8517
H84 -3.2202 3.8388 -0.4162
H85 -4.5539 3.5923 0.7556
H86 -3.9887 1.9421 -1.9452
H87 -3.6008 1.4340 -0.3456
H88 -6.3763 2.0295 -1.4196
H89 -6.1103 1.5442 0.2276
H90 -4.7560 -0.2798 -1.7127
H91 -5.3626 -0.6804 -0.1978
H92 -7.7413 -0.5267 -1.2215
H93 -6.9868 -0.2246 -2.7346
H94 -7.6748 -2.6948 -2.0426
H95 -5.9967 -2.4408 -2.5549
H96 -6.3839 -2.5480 -0.8383
C52 6.9004 -5.8987 -3.1254
C53 6.2368 -4.5075 -3.4144
C54 5.9677 -3.6429 -2.2024
C55 5.0929 -4.3696 -1.1431
C56 4.6282 -3.4777 0.0000
C57 3.4935 -2.6191 -0.4161
H97 6.2609 -6.7771 -3.0438
H98 7.4733 -5.8905 -2.1641
H99 7.5366 -6.1681 -3.9688
H100 6.9516 -3.9248 -3.9981
H101 5.2906 -4.6094 -3.9564
H102 5.4960 -2.7755 -2.6275
H103 6.8132 -3.2298 -1.6339
H104 4.2050 -4.8949 -1.5270
H105 5.7506 -5.1501 -0.8851
H106 4.3135 -4.1107 0.8526
H107 5.4576 -2.8505 0.3763
H108 3.7649 -2.1019 -1.3213
H109 2.6102 -3.2806 -0.5922
H110 3.1011 -1.8910 0.2548
C58 -2.9238 -2.8868 -1.4370
C59 -1.6856 -2.2460 -0.7727
C60 -1.2495 -0.9657 -1.4398
C61 -0.2542 -0.1852 -0.5763
C62 -0.0524 1.2097 -1.0794
C63 0.8508 2.0324 -0.1700
H111 -3.2707 -3.8264 -1.0292
H112 -2.7155 -3.1348 -2.4975
H113 -3.7392 -2.1716 -1.3705
H114 -1.8261 -1.9722 0.2334
H115 -0.9192 -3.0137 -0.7527
H116 -2.1350 -0.3592 -1.6010
H117 -0.8039 -1.1944 -2.4292
H118 -0.5965 -0.1081 0.5234
H119 0.7249 -0.6782 -0.5289
H120 0.4228 1.1653 -2.0861
H121 -0.9837 1.7786 -1.2081
H122 1.2082 2.9677 -0.6759
H123 0.3560 2.3697 0.7498
H124 1.7120 1.4802 0.1391

These are the Mulliken partial charges, in e, on atoms 1 to 5: F -0.31; C 0.09; F -0.25; C 0.88; F -0.31